DFT (ωB97M-V with the def2-TZVPD basis set) results for one molecule with the formula C6H8O2.

Summary:
ΔE to the lowest compared entry with this formula, charge and spin in kJ/mol: 677.53
Frontier orbital gap in eV: 9.912
Highest occupied orbital energy in eV: -9.13
DFT total energy in hartree: -383.652058
Net charge: 0
E_LUMO in eV: 0.78

XYZ file:
```
16
Properties=species:S:1:pos:R:3:forces:R:3:nbo_charge:R:1
C 1.251 -0.107 1.221 -4.558 1.860 0.736 -0.651
C 0.246 -0.625 0.110 0.556 -0.818 -2.214 -0.174
C 1.088 -0.734 -1.149 2.998 1.148 3.529 -0.365
C 0.058 0.328 -1.176 0.202 0.649 1.574 0.091
O -0.339 1.610 -0.591 -0.234 -2.322 -0.723 -0.499
C -1.416 1.004 0.220 1.685 0.317 3.249 -0.186
C -1.262 -0.576 0.129 -3.802 0.830 0.404 0.538
O -2.339 -1.229 -0.040 4.670 1.033 0.511 -0.549
H 0.419 -0.226 2.078 2.898 0.025 -0.716 0.232
H 2.090 -0.874 1.144 -0.877 1.691 1.014 0.241
H 1.383 1.155 1.177 0.371 -3.864 -0.148 0.256
H 2.161 -0.794 -0.732 -1.572 0.882 -1.566 0.238
H 0.939 -1.368 -1.900 -0.589 -2.719 -2.933 0.218
H -0.745 -0.132 -1.760 0.063 0.840 -0.386 0.204
H -1.145 1.264 1.344 -0.996 -0.094 -2.092 0.192
H -2.388 1.304 -0.075 -0.816 0.541 -0.239 0.213
```
Forces are in eV/Å.